Entry 1:
Entry from the OMol25 dataset: C24H34IrN3O5P as an isolated structure (ωB97M-V with the def2-TZVPD basis set).

Geometry as XYZ:
```
68
Properties=species:S:1:pos:R:3:lowdin_charge:R:1
Ir 0.0889 0.4012 0.2950 1.33
P 0.5954 0.4643 -1.9255 0.62
O 0.9999 1.7422 -2.8231 -0.30
O 1.7437 -0.5997 -2.1636 -0.30
O -0.5885 -0.0968 -2.8112 -0.28
O -0.5871 -0.0883 2.1891 -0.22
O -0.6168 -1.3930 -0.3078 -0.23
N -1.8472 1.0751 0.0196 -0.13
N 0.5718 2.3727 1.0669 -0.29
N 1.9071 -0.4201 0.7959 -0.14
C -1.5493 0.5888 -3.6155 -0.07
C 1.9178 -4.0085 0.1438 -0.04
C 2.3525 2.1571 -3.0646 -0.08
C -1.7512 -1.8256 3.2545 0.00
C -2.8852 -2.5940 3.4015 -0.06
C 0.0380 -2.5264 -0.3213 -0.32
C 1.3443 -2.7200 0.1833 -0.14
C -0.0387 -4.8781 -0.8998 -0.06
C 1.4209 2.3842 2.3284 -0.16
C -2.8095 -0.6397 1.4413 -0.16
C -0.6985 3.0865 1.4181 -0.19
C 2.8464 0.4358 1.5189 -0.18
C -1.6743 -0.8331 2.2657 -0.34
C -1.5857 3.4978 0.2499 -0.14
C -3.9635 -1.4163 1.6327 -0.03
C 1.2511 -5.0791 -0.3902 -0.08
C 1.2852 3.1815 0.0533 -0.09
C -2.0593 2.3428 -0.6546 -0.19
C -2.8572 0.4263 0.4842 -0.05
C -0.6314 -3.6399 -0.8686 0.00
C 2.1170 1.0876 2.6886 -0.16
C -4.0070 -2.4005 2.5896 -0.08
C 2.1489 -1.6804 0.7525 -0.06
C 1.9626 -1.2336 -3.4401 -0.05
H -2.4509 3.9890 0.6982 0.12
H 0.7093 3.2129 -0.8650 0.06
H 3.2400 1.1833 0.8262 0.11
H 2.8139 -1.8938 -3.3068 0.10
H -1.0932 4.2600 -0.3534 0.11
H -0.4268 3.9950 1.9635 0.13
H 1.7059 -6.0589 -0.4121 0.10
H 2.4152 2.4390 -4.1127 0.10
H -4.8268 -1.2283 1.0040 0.12
H -2.4209 0.8447 -3.0151 0.08
H 2.8107 1.3021 3.5031 0.13
H 2.1660 3.1701 2.1857 0.12
H 3.0533 1.3471 -2.8641 0.09
H 0.7897 2.6922 3.1597 0.13
H 3.0914 -2.0130 1.1878 0.14
H 2.2502 2.7288 -0.1533 0.08
H 1.3860 0.3751 3.0666 0.10
H -0.5823 -5.7137 -1.3229 0.11
H 2.9148 -4.1401 0.5490 0.11
H -4.8931 -3.0040 2.7235 0.10
H 2.6018 3.0196 -2.4513 0.08
H -2.9075 -3.3602 4.1664 0.11
H 3.6953 -0.1579 1.8613 0.12
H 1.4399 4.2009 0.4201 0.11
H -3.1189 2.4648 -0.8907 0.12
H -1.1165 1.4813 -4.0645 0.09
H -1.6314 -3.4830 -1.2507 0.12
H -1.8494 -0.1052 -4.3958 0.10
H -0.8884 -1.9735 3.8907 0.12
H 1.0840 -1.8093 -3.7207 0.09
H -1.5032 2.3562 -1.5928 0.08
H 2.1837 -0.4897 -4.2057 0.09
H -1.2338 2.4304 2.1039 0.12
H -3.8489 0.7674 0.1809 0.15
```

## Properties
LUMO level: -2.350 eV
HOMO level: -10.18 eV
ΔE to the lowest compared entry with this formula, charge and spin: 7.7 kcal per mole
Strongest force on any atom: 0.475 eV/Å
Net charge: +1
Frontier orbital gap: 7.83 eV

=====

Entry 2:
Entry from the OMol25 dataset: one molecule with the formula C24H34N2O3 (ωB97M-V with the def2-TZVPD basis set).

Geometry as XYZ:
```
63
Properties=species:S:1:pos:R:3:lowdin_charge:R:1
O -4.5611 -0.9865 -0.5744 -0.03
O -4.1208 1.4625 0.1409 -0.06
O 5.3559 -0.2752 -1.2873 -0.08
N 0.8941 -2.0580 0.6663 -0.19
N 2.6823 -0.7407 -0.6898 -0.15
C -1.3470 -1.4526 1.1832 -0.22
C 5.5429 -0.5834 0.0669 -0.27
C 1.0376 3.5108 -1.3375 -0.04
C 2.2140 -2.3123 1.1865 -0.13
C -3.9027 2.8143 0.4571 -0.08
C 2.0909 -1.8425 -1.4283 -0.14
C -3.1832 0.5538 0.5330 -0.19
C -2.0539 0.8473 1.2768 0.00
C 0.0433 4.4644 -1.2082 -0.08
C 1.7894 0.4141 -0.6314 -0.16
C 2.5320 1.7333 -0.3742 -0.12
C 0.8150 -2.3693 -0.7431 -0.15
C -2.4892 -1.7587 0.4504 0.02
C -0.4967 4.7416 0.0363 -0.11
C -1.1490 -0.1505 1.6036 -0.05
C 4.5980 -1.6845 0.5552 -0.13
C -0.0329 4.0621 1.1500 -0.10
C -0.2640 -2.4737 1.4284 -0.14
C 3.1418 -1.2058 0.6257 -0.28
C -6.2220 -2.2384 -1.7026 -0.06
C -4.8793 -2.2968 -0.9908 -0.26
C -3.4159 -0.7802 0.1301 -0.18
C 1.5086 2.8222 -0.2273 -0.24
C 0.9599 3.1080 1.0165 -0.05
H -0.0738 -1.8753 -1.1454 0.12
H 2.1967 -2.2591 2.2763 0.13
H -1.8578 1.8567 1.6001 0.09
H 1.2905 0.4919 -1.6006 0.13
H 4.6782 -2.5343 -0.1249 0.12
H -4.7359 3.3570 0.0129 0.09
H 3.2075 1.9434 -1.2047 0.12
H -6.1571 -1.5722 -2.5582 0.08
H -2.9611 3.1817 0.0342 0.08
H 4.9071 -2.0124 1.5493 0.12
H 3.0989 -0.3495 1.3044 0.14
H 2.8399 -2.6351 -1.4934 0.12
H -6.9812 -1.8566 -1.0259 0.08
H 1.0115 0.2867 0.1309 0.11
H -0.3123 4.9932 -2.0806 0.10
H 0.7126 -3.4577 -0.9205 0.12
H -6.5077 -3.2307 -2.0402 0.07
H -2.6403 -2.7774 0.1275 0.11
H 1.4565 3.2996 -2.3110 0.11
H 1.3167 2.5804 1.8899 0.11
H 4.3906 -0.2311 -1.4212 0.05
H -3.9014 2.9806 1.5399 0.10
H 2.5919 -3.3116 0.9036 0.13
H -4.9402 -2.9675 -0.1214 0.13
H -4.1054 -2.6781 -1.6730 0.13
H 1.8694 -1.5112 -2.4450 0.12
H -1.2720 5.4872 0.1386 0.10
H 0.0035 -2.4810 2.4883 0.12
H 3.1256 1.6592 0.5381 0.11
H -0.6074 -3.4852 1.1519 0.12
H 6.5827 -0.9083 0.1698 0.11
H -0.4451 4.2791 2.1255 0.10
H 5.4046 0.3168 0.6881 0.11
H -0.2736 0.0956 2.1848 0.11
```

## Properties
LUMO level: 0.734 eV
HOMO level: -7.82 eV
ΔE to the lowest compared entry with this formula, charge and spin: 76.8 kcal per mole
Strongest force on any atom: 0.622 eV/Å
Frontier orbital gap: 8.55 eV

=====

Entry 3:
Entry from the OMol25 dataset: a 2-piece molecular cluster, C24H34N8O2 overall (ωB97M-V with the def2-TZVPD basis set).

Geometry as XYZ:
```
68
Properties=species:S:1:pos:R:3:lowdin_charge:R:1
O 0.8869 -2.5968 7.3815 0.04
O -4.1244 -1.6669 6.4505 0.05
N -0.0004 3.7543 -1.2999 -0.11
N 2.4922 3.7810 -2.9595 0.07
N 3.1174 4.1715 -4.1086 -0.03
N 1.2610 3.3505 -4.6874 -0.06
N -0.6795 -2.1745 5.8799 0.11
N -0.8229 4.8553 -1.7261 -0.02
N 2.3909 3.9381 -5.1399 0.05
N -3.2612 -3.6809 6.3086 0.04
C 0.3158 2.7425 -2.3258 -0.29
C 1.7547 1.1966 -6.6011 -0.04
C 1.3394 3.2832 -3.3117 -0.28
C -2.0528 -1.8735 3.8567 -0.09
C 2.1588 0.4063 -7.6806 -0.08
C 0.2801 1.2113 -8.9725 -0.08
C 1.4224 0.4132 -8.8677 -0.09
C -0.1197 2.0079 -7.8944 -0.05
C -0.2031 -2.1130 7.1213 -0.55
C 1.0580 0.3240 -2.5891 -0.26
C -3.1991 -2.3633 6.0651 -0.49
C -1.0134 -1.4498 8.2169 0.02
C -0.7624 -1.5979 3.1009 -0.23
C 1.6619 -1.0925 1.7564 -0.09
C 0.1562 2.8931 -5.5517 -0.07
C 0.8639 -0.0221 2.1957 -0.07
C 1.2462 -2.4161 1.9807 -0.07
C -0.3463 -0.2741 2.8667 -0.03
C 1.4972 -0.9324 -1.8412 -0.11
C 0.0368 -2.6691 2.6521 -0.05
C 0.6162 2.0173 -6.6990 -0.21
C -2.3013 -4.7356 5.9741 -0.05
C -1.9795 -1.6962 5.3873 -0.20
C 0.8401 1.4888 -1.6123 -0.17
H -0.3822 -1.3306 9.0961 0.09
H -0.6093 2.4853 -2.8471 0.13
H 2.4242 -0.7459 -1.2907 0.07
H -2.8316 -1.2124 3.4735 0.13
H 1.1862 0.9958 2.0265 0.10
H 0.8544 4.0522 -0.8091 0.12
H -1.8584 -4.5658 4.9929 0.07
H -0.5738 2.3235 -4.9735 0.12
H -2.0432 -0.6279 5.5962 0.15
H -0.3166 5.5284 -2.3117 0.07
H -2.3688 -2.8909 3.6277 0.11
H -2.8086 -5.7020 5.9587 0.09
H -1.3553 -0.4715 7.8844 0.08
H -1.0064 2.6271 -7.9955 0.11
H -0.0453 -2.5666 5.2011 0.13
H -0.3550 3.7770 -5.9447 0.13
H -4.1030 -3.9632 6.7883 0.14
H -1.5078 -4.7699 6.7239 0.08
H 1.8624 -3.2380 1.6435 0.10
H 0.1303 0.1157 -3.1322 0.11
H 0.1131 1.1882 -0.8503 0.12
H -0.2729 -3.6898 2.8244 0.10
H 1.8278 0.5862 -3.3216 0.10
H 1.7381 -0.1998 -9.7068 0.10
H -0.9523 0.5527 3.2092 0.11
H 3.0486 -0.2105 -7.5949 0.10
H -1.2865 5.3258 -0.9423 0.08
H -0.2941 1.2178 -9.8943 0.10
H 1.7804 1.7213 -1.1012 0.12
H 0.7238 -1.2473 -1.1336 0.07
H 2.5965 -0.8969 1.2492 0.10
H 1.6725 -1.7483 -2.5489 0.07
H -1.8655 -2.0774 8.4687 0.08
H 2.3481 1.1775 -5.6915 0.10
```

## Properties
LUMO level: 0.583 eV
HOMO level: -9.25 eV
ΔE to the lowest compared entry with this formula, charge and spin: 92.2 kcal per mole
Strongest force on any atom: 2.021 eV/Å
Frontier orbital gap: 9.84 eV